1.
{
  "formula": "CH5OP",
  "method": "the ωB97M-V functional and the def2-TZVPD basis",
  "e_lumo_ha": 0.035,
  "multiplicity": 1,
  "smiles": "C[PH2]=O",
  "energy_ha": -457.6812,
  "species": ["H", "H", "C", "P", "O", "H", "H", "H"],
  "xyz": [[-1.093059, 1.301487, -0.159968], [0.364019, 1.514668, 0.686996], [-0.071213, 0.930051, -0.126918], [-0.001366, -0.921610, 0.168687], [-1.130409, -1.380229, 1.039299], [0.529147, 0.929302, -1.049318], [0.073493, -1.368280, -1.162491], [1.329388, -1.005388, 0.603712]],
  "atomic_forces_ev_per_a": [[-0.1, -0.3, -0.8], [0.5, -0.4, -0.2], [0.5, -1.5, 0.3], [-1.8, 2.4, 1.0], [1.2, -0.4, -0.7], [-0.4, 1.1, 0.1], [0.0, -0.4, 0.1], [0.1, -0.5, 0.1]]
}


2.
{
  "formula": "CH5OPS",
  "method": "the ωB97M-V functional and the def2-TZVPD basis",
  "e_lumo_ha": [-0.040, -0.043],
  "multiplicity": 1,
  "smiles": "O=S.CP",
  "energy_ha": -855.7659,
  "species": ["O", "H", "S", "C", "H", "H", "H", "P", "H"],
  "xyz": [[1.290543, 2.939970, -1.148487], [-1.089446, -1.830040, -0.295874], [1.900630, 2.611378, 0.157988], [-1.024026, -1.147848, 0.600289], [-1.999517, -0.662006, 0.506078], [-0.741350, -1.567797, 1.567393], [-0.040804, 0.343351, -1.132215], [0.315182, 0.097607, 0.169382], [1.388788, -0.784616, -0.424553]],
  "atomic_forces_ev_per_a": [[0.0, 0.1, -0.2], [0.4, -0.1, 1.4], [0.2, 0.2, 0.2], [0.5, 0.0, -2.2], [0.2, 0.2, 0.9], [-0.6, -0.3, -0.3], [-0.6, 0.5, -0.8], [1.0, -1.3, 0.1], [-1.1, 0.6, 1.0]]
}


3.
{
  "formula": "CH5OS",
  "method": "the ωB97M-V functional and the def2-TZVPD basis",
  "e_lumo_ha": 0.160,
  "multiplicity": 1,
  "total_charge": -1,
  "energy_ha": -514.5216,
  "species": ["H", "H", "S", "C", "H", "H", "H", "O"],
  "xyz": [[0.674615, -0.107131, -0.856165], [1.462675, 1.294686, -0.077170], [-0.952244, 1.427803, -0.567451], [0.636408, 0.883018, -0.750004], [1.004111, 1.188303, -1.814264], [-0.390045, -2.056512, 1.162461], [-1.196399, -0.793537, 1.392822], [-1.239121, -1.836630, 1.509770]],
  "atomic_forces_ev_per_a": [[0.5, -4.3, 0.3], [-1.0, -0.7, -0.4], [-3.2, 1.1, 1.1], [3.9, 3.9, -2.2], [-0.1, -0.2, 1.4], [0.9, -0.5, -0.5], [-0.5, -2.6, 0.0], [-0.5, 3.3, 0.2]]
}


4.
{
  "formula": "CH5PS",
  "method": "the ωB97M-V functional and the def2-TZVPD basis",
  "e_lumo_ha": 0.023,
  "multiplicity": 1,
  "energy_ha": -780.5438,
  "species": ["P", "H", "H", "H", "H", "S", "H", "C"],
  "xyz": [[0.702534, -0.497920, -1.559239], [-1.798076, 0.032002, 0.003170], [0.086522, -1.639674, -2.096024], [-0.472382, 1.278883, 1.023787], [-1.082859, -0.124106, 2.014638], [0.268182, -1.089999, 0.471195], [1.837306, -1.403659, -1.441309], [-0.732619, 0.265348, 1.075713]],
  "atomic_forces_ev_per_a": [[0.9, -1.4, 1.0], [2.4, 1.4, 3.6], [-0.6, 0.1, -0.4], [0.8, 1.1, -0.1], [-0.6, 0.4, 0.3], [1.2, 0.4, -0.1], [-0.1, 1.0, -0.3], [-3.9, -3.0, -4.1]]
}


Energy above the lowest of the compared OMol25 structures with the same formula, charge and spin (kcal per mole)
0.0; 84.4; 22.1; 49.4